Entry 1:
Here is a structure of composition C23H38F4N2O3RuS4Si from the OMol25 dataset. Energies are from ωB97M-V/def2-TZVPD.

The geometry in XYZ format:
```
76
Properties=species:S:1:pos:R:3:lowdin_charge:R:1
Ru -0.90326 -1.70502 -0.11680 0.855
C -3.20726 0.23641 -0.89120 -0.093
N -2.65940 -1.07439 -1.28502 -0.396
C -2.32306 -1.04440 -2.72335 -0.095
C -3.64797 -2.14697 -1.01272 -0.208
C -3.03256 -3.51571 -1.23387 -0.214
N -1.67664 -3.51551 -0.69503 -0.142
C -0.97466 -4.70976 -0.72047 -0.188
C 0.36846 -4.73316 -1.11358 -0.187
F 0.94992 -3.59247 -1.52073 0.034
C 1.11655 -5.89203 -1.11949 -0.214
F 2.39420 -5.83014 -1.51561 0.099
C 0.56809 -7.10185 -0.74777 0.076
C -0.75536 -7.10294 -0.36037 -0.213
F -1.33288 -8.24786 0.02599 0.097
C -1.50915 -5.94508 -0.33510 -0.144
F -2.77156 -6.02251 0.11580 0.092
H -4.07486 0.47678 -1.51491 0.104
H -2.43877 0.99793 -1.00359 0.069
H -3.51133 0.20318 0.15352 0.060
H -3.23987 -0.92458 -3.30981 0.101
H -1.82248 -1.96708 -3.00876 0.084
H -1.65152 -0.21111 -2.91139 0.059
H -4.52761 -2.00407 -1.65000 0.131
H -3.95177 -2.04377 0.02800 0.084
H -3.01259 -3.76708 -2.30267 0.123
H -3.67611 -4.25157 -0.74992 0.116
H 1.15221 -8.00989 -0.75381 0.138
S -0.61655 -2.56736 4.31708 0.582
C -0.77332 -2.15848 2.75868 -1.765
S -2.11053 -1.36874 1.98709 0.536
S 0.46369 -2.43573 1.54286 0.542
C 2.63081 4.35044 -1.61664 -0.023
C 2.03108 2.96566 -1.81530 -0.641
C 0.69923 3.06019 -2.54984 -0.033
C 3.00531 2.06779 -2.56603 -0.031
O 1.84703 2.43079 -0.49315 -0.155
Si 0.77493 1.40243 0.17498 -0.099
S 0.62050 -0.30513 -1.11850 0.421
O 1.29686 1.02296 1.66168 -0.145
C 2.62865 0.81858 2.18906 -0.624
C 2.43412 0.19664 3.56315 -0.022
C 3.31811 2.17026 2.31221 -0.025
C 3.40542 -0.11689 1.27258 -0.036
O -0.73027 2.01877 0.29208 -0.175
C -1.21616 3.04451 1.19551 -0.618
C -2.46999 3.60314 0.53962 -0.025
C -0.17525 4.14361 1.36591 -0.019
C -1.54744 2.40277 2.53468 -0.022
H 2.83571 4.82213 -2.57894 0.090
H 3.56565 4.27542 -1.05976 0.089
H 1.94475 4.98614 -1.05530 0.079
H 0.85030 3.50475 -3.53485 0.094
H -0.00551 3.68033 -1.99436 0.080
H 0.25713 2.07067 -2.68602 0.053
H 3.22684 2.48936 -3.54830 0.091
H 2.59123 1.06897 -2.70380 0.054
H 3.93895 1.98243 -2.00815 0.090
H 1.82882 0.85347 4.18972 0.092
H 3.39881 0.04309 4.04972 0.093
H 1.92540 -0.76340 3.48433 0.048
H 2.74045 2.82676 2.96598 0.087
H 3.42191 2.64421 1.33625 0.074
H 4.30984 2.04163 2.74936 0.091
H 2.86484 -1.05634 1.14670 0.042
H 4.38401 -0.33490 1.70375 0.095
H 3.55772 0.33638 0.29089 0.075
H -2.23688 4.00601 -0.44763 0.086
H -2.89547 4.40113 1.14973 0.092
H -3.22154 2.81995 0.43018 0.074
H 0.06685 4.60540 0.40753 0.077
H 0.74435 3.75157 1.80269 0.075
H -0.56454 4.91564 2.03176 0.096
H -2.28489 1.61079 2.40596 0.057
H -1.95397 3.15279 3.21622 0.094
H -0.65572 1.96402 2.98127 0.082
```

Summary:
⟨S²⟩ = 6.029
2S+1 = 5
Relative energy (zero: lowest compared OMol25 entry of this formula, charge and spin) = 0.000 eV
Frontier orbital gap (alpha / beta) = 7.20 / 5.85 eV
E_tot = -98265.284 eV

Entry 2:
Here is a cluster of 4 separate species, C23H38F8N5O5 in total from the OMol25 dataset. Energies are from ωB97M-V/def2-TZVPD.

The geometry in XYZ format:
```
79
Properties=species:S:1:pos:R:3:lowdin_charge:R:1
C -3.04181 0.19382 2.61946 -0.042
C -2.71994 1.67382 2.69404 -0.410
O -2.48285 2.15027 4.00207 -0.021
C -1.45670 1.98114 1.85303 -0.078
C -1.74278 2.10757 0.39691 -0.134
C -1.98232 3.28736 -0.28880 0.075
C -2.24437 3.22484 -1.67030 -0.039
N -2.26530 2.09971 -2.35413 0.149
N -2.03214 0.99166 -1.68484 -0.077
C -2.04281 -0.24426 -2.48746 -0.035
C -0.80634 -1.09889 -2.22093 -0.178
O -0.63375 -1.86672 -3.38585 -0.098
C 0.13475 -3.03213 -3.20551 -0.077
C 1.06339 -3.23758 -4.42276 -0.402
F 0.87314 -4.47399 -4.95625 0.134
F 0.81331 -2.32142 -5.37861 0.151
C 2.56961 -3.10908 -4.08240 -0.342
F 3.29271 -3.02431 -5.21341 0.162
F 2.72090 -1.92512 -3.40419 0.112
C 3.16145 -4.26665 -3.21476 -0.359
F 3.61616 -5.23279 -4.03678 0.161
F 2.16820 -4.79433 -2.44661 0.127
C 4.30722 -3.80186 -2.29178 -0.279
F 3.75737 -3.13784 -1.23627 0.082
F 4.95055 -4.88892 -1.82760 0.118
C -1.78516 0.94287 -0.38273 0.062
H -2.14818 -0.41244 2.76404 0.060
H -3.43419 -0.05132 1.62876 0.085
H -3.81006 -0.08569 3.34420 0.097
H -3.57780 2.23094 2.29739 0.152
H -2.42101 1.41492 4.61890 0.101
H -0.74157 1.16341 1.97638 0.128
H -1.01266 2.89685 2.24691 0.136
H -1.96176 4.24511 0.21739 0.139
H -2.43701 4.11591 -2.25237 0.131
H -2.96511 -0.77753 -2.26084 0.149
H -2.05067 0.07693 -3.52703 0.142
H 0.06279 -0.44878 -2.05264 0.152
H -0.94030 -1.73701 -1.34050 0.099
H 0.74041 -2.96137 -2.30354 0.113
H -0.50155 -3.91694 -3.11991 0.153
H 5.01093 -3.14645 -2.81033 0.178
H -1.58031 -0.03403 0.05139 0.110
C 6.64924 2.07593 -4.43312 -0.351
O 6.50747 2.79393 -3.46470 0.017
N 5.82080 1.05216 -4.73440 -0.200
C 6.00903 0.21192 -5.89714 -0.057
C 4.70349 0.80996 -3.84216 -0.048
H 7.47262 2.19919 -5.15568 0.135
H 5.14793 0.26706 -6.56628 0.090
H 6.15767 -0.83162 -5.60969 0.085
H 6.89009 0.54544 -6.44168 0.084
H 4.06300 1.69145 -3.78618 0.093
H 5.05878 0.59757 -2.83219 0.093
H 4.12710 -0.03280 -4.21406 0.062
C -0.34963 -2.63235 0.93445 -0.319
O -0.76159 -1.48503 1.07580 -0.039
N -0.79220 -3.68677 1.62370 -0.172
C -0.25760 -5.02165 1.41518 -0.030
C -1.83208 -3.48945 2.62103 -0.023
H 0.44569 -2.88270 0.21555 0.135
H -1.04458 -5.70567 1.09617 0.098
H 0.18948 -5.40455 2.33282 0.100
H 0.50879 -4.98783 0.64390 0.084
H -2.73356 -3.08069 2.16334 0.095
H -1.49698 -2.79657 3.39311 0.095
H -2.06603 -4.44635 3.07879 0.094
C -5.02201 5.51777 6.86461 -0.355
O -5.52290 5.38659 5.76448 0.009
N -3.71443 5.31491 7.12422 -0.201
C -3.14924 5.47371 8.44661 -0.060
C -2.86488 4.92500 6.01268 -0.046
H -5.60288 5.81693 7.75261 0.134
H -2.37695 6.24534 8.45332 0.090
H -2.70909 4.53890 8.79989 0.088
H -3.93495 5.76753 9.13982 0.083
H -2.87893 5.69473 5.23955 0.093
H -3.21926 3.99800 5.56522 0.069
H -1.84584 4.79035 6.36867 0.087
```

Summary:
Net charge = +1
Frontier orbital gap = 6.59 eV
E_tot = -63888.198 eV

Entry 3:
Here is a structure of composition C23H38I2KNbO at a distorted geometry from the OMol25 dataset. Energies are from ωB97M-V/def2-TZVPD.

The geometry in XYZ format:
```
66
Properties=species:S:1:pos:R:3:lowdin_charge:R:1
C -4.05183 -3.60331 3.06635 -0.075
C -4.02351 -2.18114 2.55694 -0.345
C -2.83002 -1.38051 2.98696 -0.042
C -4.99503 -1.75928 1.75238 -0.088
C -5.36856 -0.33481 1.39918 -0.179
C -4.60864 0.27757 0.19746 -0.151
C -3.50258 1.34886 0.45020 -0.350
C -3.43359 1.91658 1.86701 -0.086
C -2.14696 0.82024 -0.11191 -0.280
C -0.87660 1.32538 0.62621 -0.397
Nb 0.99702 1.23681 -0.60068 1.571
C 1.35232 3.48744 -0.23115 -0.345
C 2.76568 3.85869 0.11490 -0.444
O 3.13037 4.99271 0.25346 0.018
C 2.88970 1.32638 -1.90053 -0.321
C 3.02395 0.19238 -2.84975 -0.344
C 2.07478 -0.14958 -3.82352 -0.046
C 2.30689 -1.20393 -4.67818 -0.027
C 3.46384 -1.98621 -4.62794 -0.281
C 3.72595 -3.11944 -5.58058 -0.051
C 4.39787 -1.68622 -3.64701 -0.133
C 4.16391 -0.60351 -2.78707 -0.202
C 2.35593 0.50734 1.11559 -0.877
I 2.76385 -1.61755 0.68369 0.758
C 1.84006 0.53252 2.55688 -0.944
C 2.86665 -0.05552 3.57306 -0.251
I 1.43194 2.52999 3.22113 0.948
H -3.73405 -3.61440 4.10671 0.075
H -5.05589 -4.00142 2.99054 0.068
H -3.35379 -4.23289 2.51427 0.078
H -1.97798 -2.05050 3.07480 0.081
H -2.99926 -0.85250 3.92273 0.091
H -2.58817 -0.65320 2.22136 0.042
H -5.62739 -2.52687 1.32450 0.102
H -5.37284 0.27704 2.29479 0.095
H -6.41034 -0.41575 1.09696 0.098
H -5.34404 0.72112 -0.47057 0.099
H -4.18710 -0.55229 -0.36270 0.100
H -3.75377 2.19418 -0.18603 0.120
H -4.44068 2.12799 2.21552 0.073
H -2.88036 1.31670 2.57589 0.056
H -2.94399 2.88549 1.81910 0.073
H -2.07234 1.14573 -1.14426 0.060
H -2.10952 -0.26442 -0.07701 0.083
H -0.81560 0.75027 1.55586 0.015
H -0.98168 2.36473 0.93094 0.011
H 0.62049 -0.46834 -1.17359 -0.107
H 0.02512 1.79287 -2.04670 -0.081
H 0.71104 3.88269 0.54849 0.000
H 1.14685 3.98993 -1.17611 0.038
H 3.54146 3.08090 0.23798 0.075
H 3.74657 1.35191 -1.22594 0.023
H 2.88906 2.26963 -2.44984 0.062
H 1.17340 0.43827 -3.89609 0.091
H 1.57534 -1.43203 -5.44135 0.115
H 4.78030 -3.09289 -5.85393 0.074
H 3.18513 -3.00738 -6.51273 0.077
H 3.54498 -4.09518 -5.13927 0.080
H 5.30939 -2.28949 -3.57577 0.050
H 4.89505 -0.33247 -2.02751 -0.018
H 3.34895 0.95032 1.13881 -0.014
H 0.95306 -0.07785 2.66677 0.039
H 2.79452 0.46308 4.52225 0.023
H 2.66116 -1.10043 3.77415 0.046
H 3.87261 0.09079 3.19221 0.059
K 6.16092 -1.70524 -1.54831 0.918
```

Summary:
Relative energy (zero: lowest compared OMol25 entry of this formula, charge and spin) = 0.000 eV
Frontier orbital gap = 5.70 eV
E_tot = -60582.812 eV